DFT (wB97M-V/def2-TZVPD) results for one molecule with the formula C19H26N4O2S.

For the HOMO-LUMO gap, the calculation gives 7.81 eV. Its LUMO energy is 0.25 eV. Its total energy is -41015.951 eV. For the HOMO energy, the calculation gives -0.2776 hartree. The calculation puts the energy above the lowest of the compared OMol25 structures with the same formula, charge and spin at 45.9 kcal per mole. Its SMILES is CCN(CC)CCNC(=O)/C(=C\c1cccn1C)NC(=O)c1cccs1.

Element x y z (Å)
C 0.600997 -2.798365 -3.223224
C 1.859048 -1.938909 -3.326809
N 1.802117 -0.778426 -2.448413
C 1.651569 0.484326 -3.144751
C 0.276454 0.604138 -3.794890
C 2.804568 -0.788404 -1.401073
C 2.321470 -1.663581 -0.237044
N 1.058297 -1.150292 0.232732
C 0.898153 -0.636383 1.459385
O 1.745095 -0.737013 2.343601
C -0.346419 0.152677 1.724425
C -1.432525 0.336465 0.945585
C -1.857462 -0.353396 -0.239631
C -1.769132 -1.685764 -0.621473
C -2.509332 -1.837939 -1.800215
C -3.023998 -0.604515 -2.114511
N -2.644168 0.283650 -1.165836
C -2.982790 1.678396 -1.145710
N -0.189796 0.808568 2.944602
C -0.985199 1.721722 3.558454
O -2.009297 2.186872 3.081818
C -0.505973 2.133842 4.883815
C 0.580338 1.751360 5.627218
C 0.647295 2.412942 6.866774
C -0.383154 3.284499 7.047992
S -1.457687 3.317733 5.715094
H 0.675691 -3.645642 -3.901201
H 0.475642 -3.171802 -2.211250
H -0.280705 -2.219682 -3.479732
H 1.989435 -1.615747 -4.366965
H 2.728794 -2.554688 -3.069805
H 1.755243 1.286262 -2.409252
H 2.432942 0.630070 -3.912734
H 0.167578 -0.095858 -4.618366
H -0.498899 0.398737 -3.062008
H 0.140026 1.611108 -4.182051
H 2.939157 0.228770 -1.026086
H 3.784294 -1.151240 -1.751646
H 2.196633 -2.698307 -0.568757
H 3.029951 -1.635418 0.593024
H 0.388333 -0.945196 -0.497348
H -2.129717 1.085593 1.300441
H -1.272464 -2.463211 -0.075668
H -2.654339 -2.746083 -2.350714
H -3.631091 -0.304090 -2.946355
H -2.081107 2.292456 -1.097431
H -3.605148 1.915183 -0.279309
H -3.533209 1.926122 -2.051722
H 0.671573 0.503034 3.397214
H 1.309683 1.025298 5.313420
H 1.425687 2.247914 7.590248
H -0.572452 3.912216 7.896139

Cartesian forces (eV/Å) of the 6 atoms listed first:
C 0.29 0.08 -0.22
C -0.32 -0.27 0.03
N 0.16 0.18 0.08
C -0.20 0.14 -0.11
C 0.32 0.07 0.08
C 0.01 -0.20 0.23

=====

DFT (wB97M-V/def2-TZVPD) results for C48H73BCdN3O18 as an isolated structure at a distorted geometry.

For the HOMO-LUMO gap, the calculation gives 4.52 eV. Its LUMO energy is -3.70 eV. Its total energy is -97516.474 eV. For the HOMO energy, the calculation gives -0.3019 hartree. Its charge is +1.

Element x y z (Å)
Cd -0.162880 0.759161 0.048311
B -0.149310 -0.047129 2.040831
H -0.842440 -0.469219 1.329731
H -0.220730 -0.468309 3.031661
H 0.832300 -0.151469 1.605181
H -0.427650 0.995271 2.053981
O 3.201570 -3.851389 2.968881
C 2.910000 -4.209309 1.811091
O 2.891240 -5.523589 1.490831
C 2.592180 -5.720279 0.085441
C 2.692610 -4.302139 -0.496939
C 2.649470 -3.296219 0.638891
H 1.576840 -6.049159 -0.135949
H 3.339090 -6.316309 -0.438939
H 1.813770 -4.213729 -1.135629
H 3.617160 -4.240879 -1.071009
H 1.699000 -2.827749 0.894301
H 3.440200 -2.563809 0.476311
O -2.122300 -3.095999 7.304151
C -1.291820 -2.989269 6.417471
O -1.521530 -3.205999 5.145471
C -0.302970 -3.370449 4.408881
C 0.825660 -2.769959 5.320031
C 0.200960 -2.905699 6.707451
H -0.397240 -2.798919 3.485531
H -0.151490 -4.386929 4.045691
H 1.059690 -1.730989 5.087931
H 1.758010 -3.331659 5.262281
H 0.235430 -2.034689 7.361861
H 0.581580 -3.751059 7.280701
O -0.013530 1.416651 -2.010599
C -0.088340 1.673971 -3.185209
O -1.188640 2.323681 -3.729649
C -1.060930 2.435701 -5.136939
C 0.362820 2.177981 -5.399569
C 0.751200 1.235901 -4.291049
H -1.283800 3.464111 -5.421229
H -1.710230 1.644441 -5.511649
H 0.898610 3.103461 -5.188569
H 0.471140 1.864901 -6.438009
H 1.799810 1.436561 -4.071369
H 0.511270 0.178831 -4.405709
O -2.111300 1.257201 -0.126569
C -3.265240 1.157161 -0.520979
O -3.953040 0.072991 -0.236479
C -5.214250 0.136601 -0.877689
C -5.452590 1.620671 -1.091459
C -4.067410 2.204981 -1.189669
H -5.971520 -0.351359 -0.264069
H -5.113360 -0.416369 -1.811579
H -6.065540 2.029301 -0.288089
H -6.071370 1.624321 -1.988789
H -3.785120 3.132091 -0.690779
H -3.720340 2.123201 -2.219699
O 6.904590 -0.271329 -3.261669
C 5.782620 -0.619649 -3.569809
O 4.924430 -1.163409 -2.682319
C 3.615770 -1.189909 -3.192889
C 3.680420 -0.932799 -4.661459
C 5.103390 -0.395659 -4.880339
H 3.092140 -0.326399 -2.782689
H 3.155500 -2.132799 -2.897589
H 2.878000 -0.360729 -5.127239
H 3.622260 -1.909239 -5.142369
H 5.018020 0.657841 -5.146689
H 5.677760 -0.980939 -5.598419
O -0.352080 -1.089839 -0.861449
C -0.275420 -2.050139 -1.643349
O 0.416230 -1.972179 -2.760639
C 0.201810 -2.931919 -3.761449
C -0.848020 -3.856809 -3.092739
C -0.973270 -3.353989 -1.591149
H 1.106090 -3.475599 -4.034909
H -0.292940 -2.575229 -4.664829
H -0.420270 -4.859039 -3.118469
H -1.756570 -3.976939 -3.682839
H -0.458570 -4.027409 -0.905809
H -2.011050 -3.137619 -1.337579
O -3.388190 -0.658579 -3.453319
C -3.369800 -0.860769 -4.660909
O -2.225710 -0.801419 -5.345169
C -2.435760 -0.786249 -6.781229
C -3.812760 -1.425079 -6.926299
C -4.559790 -1.016179 -5.633939
H -1.690010 -1.444909 -7.226339
H -2.360590 0.237501 -7.147829
H -3.609590 -2.495929 -6.916949
H -4.271960 -1.034639 -7.834479
H -5.316580 -1.720929 -5.289429
H -5.111840 -0.088359 -5.783879
O 0.279100 2.754121 0.443731
C 0.042800 3.876471 0.056941
O -1.197930 4.233701 -0.276369
C -1.279910 5.613961 -0.682859
C 0.150600 6.032311 -0.802909
C 1.045730 4.982491 -0.076939
H -1.777490 6.192171 0.095731
H -1.787110 5.685101 -1.645029
H 0.379600 7.082961 -0.624609
H 0.335910 5.972141 -1.875349
H 1.396720 5.289081 0.908411
H 1.837320 4.579671 -0.708779
O 1.938970 0.551651 -0.259699
C 3.150700 0.818601 -0.168629
O 4.070420 -0.067449 0.119811
C 5.334070 0.588551 0.110081
C 5.172920 2.026681 -0.437429
C 3.716640 2.255761 -0.199539
H 5.949450 0.070921 -0.625759
H 5.728420 0.497661 1.122171
H 5.457410 1.936331 -1.485759
H 5.868300 2.680491 0.088941
H 3.246840 2.927831 -0.917669
H 3.432570 2.655031 0.774111
N -2.153890 0.607011 5.691591
C -0.879960 1.006771 5.366261
C -0.226220 1.251731 6.581531
C -1.055190 0.773081 7.619401
C -2.303150 0.475241 7.017581
H -2.810660 0.386291 4.956721
H -0.541920 1.209831 4.360831
H 0.802800 1.579581 6.576941
H -0.841830 0.709441 8.676201
H -3.282610 0.198761 7.379001
N -5.027370 -0.571599 3.649221
C -5.762530 0.410851 4.184841
C -5.137130 1.573071 3.902631
C -3.965370 1.323431 3.230171
C -3.943000 -0.017719 3.001981
H -5.212720 -1.564279 3.667461
H -6.599390 0.198971 4.833821
H -5.379850 2.565731 4.252081
H -3.249080 2.004381 2.794681
H -3.372230 -0.747219 2.446591
N 2.147910 1.087181 3.630291
C 3.220210 0.657461 4.415221
C 3.689440 1.744551 5.129951
C 2.918050 2.893061 4.727591
C 2.041360 2.495631 3.781291
H 1.549430 0.479341 3.089501
H 3.515800 -0.381169 4.431921
H 4.518220 1.890931 5.806781
H 2.944140 3.888251 5.146311
H 1.281780 2.983341 3.188351

Cartesian forces (eV/Å) of the 6 atoms listed first:
Cd 1.02 0.13 0.17
B -0.24 -0.85 1.45
H -3.09 -2.83 -1.41
H -0.31 -1.60 3.19
H 3.95 -0.79 -0.85
H -0.87 4.15 1.15

=====

DFT (wB97M-V/def2-TZVPD) results for one molecule with the formula C16H25NO5.

For the HOMO-LUMO gap, the calculation gives 9.28 eV. Its LUMO energy is 0.64 eV. Its total energy is -28724.742 eV. For the HOMO energy, the calculation gives -0.3177 hartree. The calculation puts the energy above the lowest of the compared OMol25 structures with the same formula, charge and spin at 0.0 kcal per mole. Its SMILES is CCCOc1ccc(CN(CCO)CCO)cc1C(=O)OC.

Element x y z (Å)
C 3.529791 3.559345 3.114039
C 2.125856 4.135225 2.978064
C 1.506686 3.766828 1.632678
O 1.431096 2.356006 1.581539
C 1.001894 1.739996 0.471936
C 0.473339 2.388654 -0.643102
C 0.001384 1.665380 -1.722999
C 0.042203 0.279161 -1.733414
C -0.512614 -0.527995 -2.876592
N -1.649824 -1.314306 -2.421899
C -2.788406 -0.492250 -2.021475
C -2.998630 -0.473455 -0.495752
O -3.669470 -1.600668 -0.001026
C -1.992915 -2.437791 -3.275159
C -2.658239 -3.513640 -2.406331
O -1.958663 -3.650229 -1.188817
C 0.584358 -0.371685 -0.634992
C 1.066741 0.330586 0.460150
C 1.678171 -0.400373 1.596309
O 2.498865 0.035567 2.362441
O 1.215302 -1.663059 1.666113
C 1.752843 -2.460923 2.708482
H 4.188421 3.971436 2.352159
H 3.942082 3.794243 4.091795
H 3.492034 2.479417 2.998043
H 1.491706 3.733855 3.769324
H 2.143725 5.223283 3.066348
H 2.134489 4.140222 0.811961
H 0.503239 4.206546 1.540993
H 0.420326 3.465376 -0.670922
H -0.404099 2.197212 -2.572274
H 0.256911 -1.220513 -3.230728
H -0.781345 0.139341 -3.712786
H -2.640617 0.540157 -2.356731
H -3.706116 -0.866414 -2.485483
H -3.636889 0.377742 -0.242857
H -2.028218 -0.340058 0.001886
H -3.129654 -2.391587 -0.160101
H -2.654191 -2.166915 -4.112613
H -1.066585 -2.844063 -3.688851
H -3.702010 -3.244655 -2.196910
H -2.650951 -4.479515 -2.920175
H -1.389235 -2.863209 -1.126525
H 0.645421 -1.448948 -0.625471
H 2.829150 -2.588960 2.573022
H 1.242679 -3.419005 2.650564
H 1.576556 -1.989122 3.677356

Cartesian forces (eV/Å) of the 6 atoms listed first:
C -0.20 0.05 0.06
C 0.05 -0.27 -0.37
C -0.08 0.51 0.19
O 0.00 -0.08 0.05
C -0.10 -0.28 -0.25
C 0.13 0.27 0.33

=====

DFT (wB97M-V/def2-TZVPD) results for one molecule with the formula C7H13NS2 at a distorted geometry.

For the HOMO-LUMO gap, the calculation gives 7.70 eV. Its LUMO energy is -0.06 eV. Its total energy is -30627.249 eV. For the HOMO energy, the calculation gives -0.2850 hartree. The calculation puts the energy above the lowest of the compared OMol25 structures with the same formula, charge and spin at 28.9 kcal per mole. Its SMILES is CC1=CN(S)SC(C)(C)C1.

Element x y z (Å)
C 2.333818 -1.205331 0.428846
C 1.013740 -0.861458 -0.232705
C 0.094703 -1.820054 -0.341656
N -1.031325 -1.628956 -1.068767
S -2.131784 -2.929214 -1.335185
S -2.002389 0.135610 -0.826198
C -0.666080 1.052377 -0.125889
C -0.801101 2.548528 -0.487922
C -0.671228 1.000572 1.458876
C 0.649255 0.584595 -0.645810
H 2.529827 -0.473157 1.161653
H 3.243963 -1.534732 -0.117181
H 2.123333 -2.095974 1.020358
H 0.433875 -2.867939 -0.151747
H -2.881461 -2.833019 -0.286849
H -0.019920 3.026230 0.148584
H -1.748280 2.845000 -0.167114
H -0.705811 2.669018 -1.518833
H -1.330274 1.708123 1.774445
H 0.350047 0.895626 1.822265
H -1.037339 -0.000005 1.612188
H 1.515302 1.048447 -0.279446
H 0.739129 0.735711 -1.841912

Cartesian forces (eV/Å) of the 6 atoms listed first:
C -0.69 -1.42 -0.01
C -0.09 0.49 -0.42
C 2.02 -0.95 -0.17
N -3.46 1.52 -0.75
S 1.31 0.75 -1.16
S 0.87 -2.75 -0.77

=====

DFT (wB97M-V/def2-TZVPD) results for C2H6N4OS as an isolated structure at a distorted geometry.

For the HOMO-LUMO gap, the calculation gives 9.62 eV. Its LUMO energy is 0.16 eV. Its total energy is -21008.717 eV. For the HOMO energy, the calculation gives -0.3476 hartree. The calculation puts the energy above the lowest of the compared OMol25 structures with the same formula, charge and spin at 151.9 kcal per mole.

Element x y z (Å)
C -0.296402 -0.891479 -0.492017
C 0.697147 1.545997 -0.626904
H -1.050371 1.008174 1.509327
H -1.109116 -0.979103 2.178843
H -2.308538 -0.729363 -0.574911
H 0.626987 -1.763258 -2.017643
H 2.258152 0.068947 1.788549
H 1.621867 2.230118 -1.177600
N -1.623049 -0.054229 1.416584
N -1.487200 -0.341407 -0.082745
N -0.252389 -1.842382 -1.300093
N 0.816376 0.082868 -0.193937
O -0.405972 2.014173 -0.751286
S 2.512508 -0.349059 0.323839

Cartesian forces (eV/Å) of the 6 atoms listed first:
C 0.58 3.14 -0.34
C -0.56 -0.81 -2.05
H -1.85 -4.43 -0.07
H -1.51 3.84 -3.45
H 0.55 0.07 1.11
H -2.38 -0.47 2.74